# 1
62
Properties=species:S:1:pos:R:3:lowdin_charge:R:1 method="wB97M-V/def2-TZVPD" smiles="CN(CCc1ccccn1)C(=O)CC[C@@H]1CCCN(Cc2ccccc2OC(F)F)C1" relative_energy_kj_mol=0.00 homo_lumo_gap_ev=9.18 e_lumo_ev=0.78
C -2.6194 -2.5011 1.4098 -0.0481
N -3.2434 -1.2577 1.0211 -0.1055
C -4.3030 -1.3423 0.0386 -0.1495
C -3.8142 -1.9511 -1.2861 -0.1132
C -2.5365 -1.3030 -1.7377 -0.2925
C -2.5197 -0.0512 -2.3448 -0.0138
C -1.3058 0.4734 -2.7536 -0.0681
C -0.1498 -0.2621 -2.5375 -0.0690
C -0.2673 -1.4813 -1.8912 -0.1252
N -1.4242 -1.9896 -1.5067 0.1139
C -2.7970 -0.0296 1.3862 -0.4475
O -3.3736 0.9868 1.0419 0.0467
C -1.5714 -0.0217 2.2831 -0.0916
C -1.1155 1.3882 2.6678 -0.1451
C -0.1977 2.1203 1.6816 -0.2950
C -0.8686 2.5204 0.3717 -0.1642
C 0.1106 3.3799 -0.4190 -0.1638
C 1.4132 2.6179 -0.6466 -0.1950
N 1.9883 2.2017 0.6193 -0.1372
C 3.3319 1.6573 0.4932 -0.1276
C 3.4293 0.4226 -0.3750 -0.1295
C 3.6312 0.5394 -1.7439 -0.0445
C 3.6339 -0.5702 -2.5718 -0.0887
C 3.4359 -1.8268 -2.0325 -0.0818
C 3.2509 -1.9766 -0.6673 -0.0176
C 3.2501 -0.8594 0.1501 -0.1639
O 3.1043 -0.9351 1.5484 0.0585
C 2.5555 -2.0029 2.1185 -0.4664
F 1.3614 -2.3508 1.5712 0.0821
F 3.3168 -3.1281 2.0352 0.0832
C 1.0751 1.3408 1.3480 -0.1575
H -1.7192 -2.7003 0.8224 0.0764
H -3.3302 -3.3085 1.2421 0.0937
H -2.3616 -2.4922 2.4679 0.0840
H -4.6532 -0.3202 -0.1221 0.1159
H -5.1283 -1.9434 0.4365 0.1248
H -4.5928 -1.8152 -2.0381 0.1171
H -3.6246 -3.0174 -1.1602 0.1080
H -3.4384 0.4946 -2.4934 0.1190
H -1.2608 1.4395 -3.2357 0.1096
H 0.8168 0.0937 -2.8601 0.0872
H 0.6044 -2.0849 -1.6728 0.0946
H -1.8329 -0.5568 3.2001 0.1197
H -0.7737 -0.5809 1.7939 0.1022
H -0.5898 1.3258 3.6244 0.1127
H -2.0087 1.9996 2.8130 0.1170
H 0.1203 3.0428 2.1823 0.1465
H -1.7925 3.0639 0.5674 0.1185
H -1.1269 1.6286 -0.2019 0.0994
H 0.3246 4.2932 0.1390 0.1144
H -0.3142 3.6597 -1.3847 0.1071
H 2.1364 3.2658 -1.1504 0.1226
H 1.2066 1.7532 -1.3000 0.0989
H 3.9614 2.4443 0.0672 0.1265
H 3.6903 1.4297 1.4992 0.1253
H 3.7909 1.5217 -2.1639 0.1150
H 3.7905 -0.4528 -3.6336 0.1055
H 3.4308 -2.7003 -2.6664 0.1095
H 3.1115 -2.9659 -0.2616 0.1155
H 2.3953 -1.7920 3.1882 0.1775
H 1.5700 1.0242 2.2699 0.1303
H 0.8166 0.4425 0.7594 0.1228

# 2
92
Properties=species:S:1:pos:R:3:lowdin_charge:R:1 method="wB97M-V/def2-TZVPD" relative_energy_kj_mol=104.02 charge=-2 homo_lumo_gap_ev=4.32 e_lumo_ev=2.67
Ba -0.3926 0.3780 0.0349 1.5861
Cl -4.6626 6.9080 -1.3351 0.5884
C -3.3439 5.9662 -0.7091 -0.6990
C -2.9618 4.8193 -1.4126 -0.0711
C -1.9346 3.9197 -0.9750 -0.2359
N -1.7626 2.7296 -1.6327 0.0360
C -2.1182 2.5939 -2.9320 -0.5329
O -2.2410 3.4415 -3.8378 -0.0405
C -2.4469 1.1917 -3.3504 -0.2015
C -3.0175 0.9754 -4.6513 -0.0048
C -3.5279 -0.2825 -4.8971 -0.0905
C -3.4221 -1.2755 -3.9034 -0.0812
C -2.7524 -1.0086 -2.7274 -0.1661
N -2.2641 0.2027 -2.4830 0.0481
C -1.1806 4.2044 0.2368 -0.2305
C -1.4727 5.4887 0.8179 -0.0742
C -2.5415 6.2839 0.4459 -0.6967
Cl -2.8577 7.6392 1.4975 0.5800
N -0.2658 3.3341 0.7481 0.0223
C 0.5587 3.6978 1.7536 -0.4734
O 0.4361 4.6697 2.5343 -0.0505
C 1.7735 2.8987 2.0452 -0.2094
C 2.7250 3.5625 2.8514 -0.0018
C 3.9842 3.0238 2.9897 -0.0672
C 4.1661 1.7222 2.4824 -0.0755
C 3.1131 1.0875 1.8312 -0.1489
N 1.9761 1.7129 1.5246 0.0545
H -3.5252 4.5111 -2.3200 0.1047
H -2.9854 1.7741 -5.3631 0.0952
H -4.1586 -0.4843 -5.7522 0.0894
H -3.8978 -2.2693 -4.0904 0.1052
H -2.5912 -1.7913 -1.9577 0.0658
H -0.7673 5.8409 1.6198 0.0946
H 2.3544 4.4790 3.2479 0.0978
H 4.7917 3.6198 3.4072 0.0971
H 5.1383 1.2750 2.5783 0.0830
H 3.1516 0.0394 1.4938 0.0974
C -4.7236 -1.0871 3.7827 -0.0988
C -4.1495 -2.3656 3.7685 -0.1001
C -3.4726 -2.7740 2.6430 -0.0333
C -3.3589 -1.8936 1.5458 -0.2693
C -4.0211 -0.6471 1.5433 -0.0379
C -4.6611 -0.2197 2.6748 -0.0813
N -2.5272 -2.1780 0.4535 0.0310
N -2.0481 -3.3700 0.4192 0.0489
C -1.1129 -3.7812 -0.5170 -0.3461
C -0.9810 -5.2208 -0.5524 -0.0591
C -0.2266 -5.7760 -1.5454 -0.1615
C 0.4457 -4.9662 -2.4601 -0.1286
C 0.3257 -3.5803 -2.3369 -0.2061
C -0.3894 -2.9112 -1.3559 -0.1192
H -5.2398 -0.7711 4.6920 0.0928
H -4.3002 -3.0314 4.5985 0.0899
H -2.9486 -3.7398 2.5092 0.1066
H -3.9566 -0.0534 0.6568 0.0994
H -5.0950 0.7545 2.7129 0.0958
H -1.5051 -5.8006 0.2083 0.0912
H -0.1589 -6.8718 -1.6325 0.0872
H 1.1040 -5.4417 -3.2376 0.0969
H 0.8302 -2.9997 -3.0911 0.0551
Cl -1.2566 0.1811 5.4388 0.7077
C 0.0293 -0.8086 4.9257 -0.6418
C 0.7413 -1.5910 5.7916 -0.1442
C 1.7369 -2.5042 5.2998 -0.6580
Cl 2.4304 -3.5785 6.4434 0.6273
C 2.0129 -2.6546 3.9184 -0.1908
C 2.7833 -3.7836 3.4297 -0.0394
C 2.8940 -3.9585 2.0612 -0.0781
C 2.1974 -3.0825 1.2168 -0.1385
N 1.3907 -2.0985 1.6764 0.0989
C 1.3434 -1.8118 2.9914 -0.1866
C 0.3501 -0.8597 3.4936 -0.3859
O -0.3978 -0.1158 2.7823 -0.2805
H 0.5297 -1.5273 6.8567 0.0918
H 3.1949 -4.5031 4.1797 0.0783
H 3.4620 -4.7715 1.6183 0.0926
H 2.2129 -3.1258 0.1413 0.0814
N 6.1511 1.0019 -4.3891 0.0733
C 4.9702 1.1137 -5.0561 -0.8509
S 4.9431 1.4477 -6.6622 0.6341
C 3.7882 0.8880 -4.1922 -0.2252
C 2.5535 1.5723 -4.3462 0.0011
C 1.5129 1.4129 -3.4211 -0.0940
N 1.5637 0.5095 -2.4438 0.0316
C 2.6660 -0.2634 -2.3630 -0.1242
C 3.7848 -0.0636 -3.1445 -0.0268
H 6.9988 1.3248 -4.8267 0.0926
H 6.0821 0.8679 -3.4004 0.0869
H 2.4197 2.3410 -5.1204 0.1119
H 0.6270 1.9761 -3.5927 0.1021
H 2.6938 -1.0295 -1.6221 0.0952
H 4.6844 -0.6588 -2.9741 0.1102

# 3
66
Properties=species:S:1:pos:R:3:lowdin_charge:R:1 method="wB97M-V/def2-TZVPD" smiles="CCCCN(C(=O)CNC(=O)c1ccco1)[C@H](C(=O)NC1CCCC1)c1ccc(OC)cc1" relative_energy_kj_mol=0.00 homo_lumo_gap_ev=8.73 e_lumo_ev=0.49
C 1.5782 1.6571 3.7719 -0.1011
C 1.0951 2.5655 2.6485 -0.2435
C -0.2556 2.1398 2.0699 -0.1677
C -0.2264 0.8372 1.2507 -0.1388
N 0.0346 1.0337 -0.1642 -0.0013
C -0.8079 1.6420 -1.0212 -0.4342
O -0.5571 1.7875 -2.2065 0.0595
C -2.1801 2.1148 -0.5110 -0.0665
N -3.1867 1.5389 -1.3783 0.0998
C -3.3153 0.1936 -1.4030 -0.3979
O -2.7381 -0.5340 -0.6045 0.0577
C -4.2321 -0.3257 -2.4192 -0.1746
C -4.6326 -1.6147 -2.6675 0.0212
C -5.5106 -1.5478 -3.7688 -0.0395
C -5.5800 -0.2302 -4.1119 -0.0976
O -4.8158 0.5163 -3.3067 0.0559
C 1.2398 0.4268 -0.7293 -0.1303
C 1.2160 -1.1120 -0.6998 -0.4285
O 2.2439 -1.7559 -0.7901 0.0652
N 0.0000 -1.6709 -0.6092 0.1242
C -0.1930 -3.1040 -0.6400 -0.2745
C -1.0422 -3.5294 -1.8559 -0.1237
C -2.1161 -4.4596 -1.2945 -0.1964
C -2.3801 -3.8768 0.0897 -0.1969
C -0.9707 -3.5888 0.5999 -0.1283
C 2.4859 1.0155 -0.1136 -0.1800
C 2.9150 2.2680 -0.5485 -0.0211
C 4.0195 2.8712 0.0104 0.0008
C 4.7374 2.2293 1.0219 -0.2760
O 5.8129 2.9086 1.5102 -0.0838
C 6.5944 2.2984 2.5075 -0.0912
C 4.3204 0.9768 1.4537 -0.0101
C 3.2015 0.3840 0.8908 -0.0358
H 0.8448 1.6183 4.5749 0.0720
H 2.5130 2.0344 4.1787 0.0697
H 1.7532 0.6457 3.4159 0.0581
H 1.8399 2.5974 1.8544 0.0815
H 0.9889 3.5790 3.0424 0.1090
H -0.6237 2.9495 1.4387 0.1023
H -0.9603 2.0136 2.8951 0.1152
H 0.5627 0.1883 1.6283 0.1161
H -1.1752 0.3021 1.3683 0.1144
H -2.2383 3.2012 -0.5788 0.1381
H -2.3902 1.7899 0.5063 0.1115
H -3.4952 2.0657 -2.1800 0.1470
H -4.3335 -2.4842 -2.1206 0.1044
H -6.0176 -2.3637 -4.2407 0.1057
H -6.1209 0.2794 -4.8851 0.1259
H 1.2270 0.6975 -1.7950 0.1581
H -0.8479 -1.1171 -0.5925 0.1016
H 0.8096 -3.5376 -0.6764 0.1411
H -1.5111 -2.6414 -2.2834 0.1053
H -0.4400 -4.0019 -2.6296 0.1114
H -1.7239 -5.4739 -1.1997 0.1113
H -3.0045 -4.4966 -1.9240 0.0943
H -2.9315 -2.9403 0.0008 0.0871
H -2.9320 -4.5548 0.7395 0.1066
H -0.5176 -4.5027 0.9856 0.1120
H -0.9580 -2.8394 1.3897 0.1095
H 2.3690 2.7715 -1.3329 0.1226
H 4.3559 3.8405 -0.3218 0.1180
H 7.0281 1.3559 2.1582 0.0962
H 6.0143 2.1157 3.4182 0.0926
H 7.3950 3.0029 2.7275 0.0924
H 4.8547 0.4479 2.2268 0.1063
H 2.9111 -0.5979 1.2299 0.1175